Entry 1:
{
  "formula": "C3H8F2NO",
  "method": "wB97M-V/def2-TZVPD",
  "largest_force_ev_per_a": 6.689,
  "e_homo_ev": -16.19,
  "relative_energy_kcal_mol": 122.3,
  "lumo_ev": -5.1,
  "orbital_gap_ev": 11.05,
  "total_charge": 1,
  "species": ["C", "C", "C", "N", "O", "F", "F", "H", "H", "H", "H", "H", "H", "H", "H"],
  "positions_angstrom": [[0.66959, 0.55539, 0.93552], [0.40068, -1.05983, -0.89854], [-1.42249, 0.05542, 0.18465], [-0.11536, -0.52547, 0.29796], [-1.46511, 1.03353, -0.62804], [-2.26305, -1.32614, -0.93210], [-0.18949, -1.59180, 1.25808], [1.69548, 0.17796, 1.02843], [0.83004, 1.27041, 0.20294], [0.09105, 0.90569, 1.67249], [-0.09346, -2.03100, -1.14223], [0.47683, -0.28642, -1.59134], [1.36486, -1.38119, -0.71514], [-2.16887, 0.09295, 1.05036], [-2.34522, 1.41486, -0.83958]]
}


Entry 2:
{
  "formula": "H17O9",
  "method": "wB97M-V/def2-TZVPD",
  "largest_force_ev_per_a": 2.529,
  "e_homo_ev": -5.54,
  "relative_energy_kcal_mol": 35.7,
  "lumo_ev": 3.0,
  "orbital_gap_ev": 8.57,
  "total_charge": -1,
  "species": ["O", "H", "H", "O", "H", "O", "H", "H", "O", "H", "H", "O", "H", "H", "O", "H", "H", "O", "H", "H", "O", "H", "H", "O", "H", "H"],
  "positions_angstrom": [[3.27391, 0.50798, -1.88519], [1.32277, -2.09419, 0.69604], [0.35741, -1.26456, -1.64071], [0.83182, 0.73774, 3.25008], [1.56687, 0.99072, 2.66930], [-1.36840, -2.29073, 2.88511], [-0.80384, -1.63603, 3.29893], [-0.81777, -2.99470, 2.52866], [0.13753, 1.24492, -0.02186], [-1.06213, 3.56793, -1.79507], [0.32471, 2.18217, -0.12211], [-0.51071, -1.64343, -1.46581], [3.13671, -0.19923, -2.52325], [0.17465, 0.90459, -0.96432], [-0.31081, 3.27532, -2.31059], [0.81485, 0.67491, -2.98238], [-0.36944, 2.28494, -2.55391], [0.72585, -1.79725, 1.38859], [-0.12205, -1.68234, 0.93760], [0.63391, -0.07525, 2.75963], [-3.25356, -0.28130, 1.37482], [-3.63136, -1.14429, 1.49593], [-2.34843, -0.07721, 1.14433], [-0.06759, 0.75240, -2.60064], [-1.03727, -0.87629, -1.73030], [2.40238, 0.93319, -1.83285]]
}


Entry 3:
{
  "formula": "C4H10N2O",
  "method": "wB97M-V/def2-TZVPD",
  "largest_force_ev_per_a": 2.959,
  "e_homo_ev": -8.22,
  "relative_energy_kcal_mol": 51.8,
  "lumo_ev": 0.9,
  "orbital_gap_ev": 9.15,
  "smiles": "CNCCNC=O",
  "species": ["C", "N", "C", "C", "N", "C", "O", "H", "H", "H", "H", "H", "H", "H", "H", "H", "H"],
  "positions_angstrom": [[-2.29657, 1.05591, -0.72874], [-1.06403, 1.43639, -0.03520], [-0.58903, 0.50824, 0.95100], [0.81630, -0.05426, 1.26534], [1.70498, -0.27812, 0.14430], [1.40001, -1.15298, -0.83874], [0.37590, -1.82344, -0.79496], [-1.98482, 0.23928, -1.37040], [-2.67852, 1.81176, -1.43264], [-3.03257, 0.80504, 0.05834], [-0.82723, 2.40663, 0.05404], [-1.10763, -0.43663, 0.60555], [-0.92784, 0.84492, 1.97539], [1.23875, 0.57354, 2.06130], [0.75862, -1.06028, 1.69370], [2.53446, 0.24176, -0.09854], [2.14675, -1.30933, -1.61657]]
}


Entry 4:
{
  "formula": "C19H42Cl32FO7P2S",
  "method": "wB97M-V/def2-TZVPD",
  "largest_force_ev_per_a": 8.466,
  "e_homo_ev": -5.29,
  "lumo_ev": 1.6,
  "orbital_gap_ev": 6.88,
  "total_charge": -1,
  "species": ["O", "P", "O", "O", "C", "P", "O", "C", "C", "S", "O", "O", "F", "O", "H", "H", "H", "H", "H", "H", "H", "H", "H", "H", "C", "Cl", "Cl", "H", "H", "C", "Cl", "Cl", "H", "H", "C", "Cl", "Cl", "H", "H", "C", "Cl", "Cl", "H", "H", "C", "Cl", "Cl", "H", "H", "C", "Cl", "Cl", "H", "H", "C", "Cl", "Cl", "H", "H", "C", "Cl", "Cl", "H", "H", "C", "Cl", "Cl", "H", "H", "C", "Cl", "Cl", "H", "H", "C", "Cl", "Cl", "H", "H", "C", "Cl", "Cl", "H", "H", "C", "Cl", "Cl", "H", "H", "C", "Cl", "Cl", "H", "H", "C", "Cl", "Cl", "H", "H", "C", "Cl", "Cl", "H", "H"],
  "positions_angstrom": [[2.05975, 3.35595, 1.70517], [2.48283, 1.82386, 1.57163], [3.27544, 1.43045, 3.11222], [3.67323, 1.76973, 0.25561], [0.97239, 0.65532, 1.21815], [-0.57231, 1.41114, 2.04814], [-1.03606, -0.00026, 3.00537], [-2.52248, 0.20674, 3.01950], [-2.98718, 0.67900, 1.50572], [-4.00871, 2.25393, 1.31627], [-3.01080, 3.41418, 1.01803], [-5.02598, 2.14061, 0.11490], [-4.94138, 2.65953, 2.69968], [-1.73208, 1.02102, 0.75995], [2.74367, 2.00022, 3.77020], [3.89773, 2.74974, 0.08081], [0.82462, 0.62289, 0.05435], [1.21274, -0.45610, 1.57627], [0.36965, 1.78797, 3.09319], [-0.40921, 2.62658, 1.27751], [-1.53391, 2.08461, 2.91256], [-2.95374, -0.88510, 3.07202], [-2.97961, 0.76261, 3.95450], [-3.63687, -0.21625, 1.07222], [4.06792, 0.00903, 6.03227], [2.73768, 1.17185, 6.08793], [5.48021, 0.69641, 5.22112], [4.34297, -0.26605, 7.05345], [3.74133, -0.87933, 5.48622], [-5.91533, 0.08834, -2.43658], [-4.77612, -1.15402, -1.90411], [-5.85072, 0.30110, -4.19032], [-6.92693, -0.21087, -2.15151], [-5.66080, 1.03495, -1.95373], [-3.93289, 5.04571, 4.32824], [-4.23177, 6.36847, 5.46216], [-2.20671, 4.68114, 4.21681], [-4.46317, 4.15470, 4.67323], [-4.30011, 5.33413, 3.34033], [2.04396, -3.03338, -0.56807], [3.30106, -3.17161, -1.80313], [2.52614, -1.90818, 0.70726], [1.12519, -2.66974, -1.03471], [1.86900, -4.01756, -0.12675], [5.55295, -2.55058, 3.33357], [6.23301, -3.66761, 2.14423], [3.79694, -2.72493, 3.43873], [5.99079, -2.76279, 4.31203], [5.79166, -1.52636, 3.03695], [-3.57010, 2.30513, -6.09985], [-4.32869, 3.57306, -7.07026], [-2.23016, 1.55180, -6.97282], [-3.18954, 2.74487, -5.17470], [-4.31616, 1.54183, -5.86584], [-1.23143, -1.66015, -2.88380], [-1.03080, -3.17841, -2.00095], [-0.02460, -0.46917, -2.38362], [-1.11888, -1.85305, -3.95349], [-2.22894, -1.26142, -2.68384], [-0.93289, 5.59190, -7.33671], [-1.23177, 6.91466, -6.20279], [0.79329, 5.22733, -7.44814], [-1.46317, 4.70089, -6.99173], [-1.30011, 5.88032, -8.32462], [9.58372, -4.03867, 0.32050], [10.72293, -5.28103, 0.85296], [9.64833, -3.82591, -1.43324], [8.57212, -4.33787, 0.60557], [9.83825, -3.09206, 0.80335], [-2.27002, -3.86091, -5.91264], [-1.75699, -2.53928, -6.96853], [-3.54946, -3.33555, -4.81171], [-2.64507, -4.68258, -6.52771], [-1.41310, -4.20069, -5.32592], [4.64860, -4.71197, -4.82916], [4.10170, -3.52512, -6.01958], [4.17792, -6.34937, -5.30077], [5.73755, -4.66300, -4.75231], [4.19958, -4.47766, -3.86092], [0.43210, -3.60064, 4.48650], [-0.48229, -4.61790, 3.36675], [0.55148, -1.94208, 3.88652], [-0.07427, -3.59312, 5.45483], [1.43834, -4.01135, 4.59962], [-3.85616, -5.44412, -1.73303], [-3.95856, -7.08417, -2.38459], [-3.36027, -5.46349, -0.03634], [-3.12308, -4.87660, -2.31150], [-4.83659, -4.96814, -1.81174], [-3.24222, 8.95007, -3.21134], [-4.44919, 10.22276, -3.43111], [-1.82943, 9.22929, -4.23657], [-2.92580, 8.93659, -2.16549], [-3.68801, 7.98771, -3.47427], [-7.69469, 1.72573, 3.78774], [-7.91226, -0.02617, 3.87879], [-7.91167, 2.47696, 5.37318], [-6.68574, 1.94069, 3.42726], [-8.43030, 2.14005, 3.09405], [9.19251, -1.74157, 4.28778], [8.66768, -3.41527, 4.06855], [8.06312, -0.61563, 3.52503], [9.24565, -1.52252, 5.35704], [10.17953, -1.61612, 3.83606]]
}